1.
13
Properties=species:S:1:pos:R:3:forces:R:3:nbo_charge:R:1 method="wB97M-V/def2-TZVPD" de_lowest_kcal_mol=55.46 mol_weight_g_mol=102.1 charge=0 homo_energy_ev=-8.01 multiplicity=1 orbital_gap_ha=0.325 lumo_ev=0.84
H 3.021214 -0.760244 -1.521427 -0.01 -0.06 0.05 0.35
N 2.185076 -0.762729 -0.943930 0.02 0.32 0.00 -0.71
C 1.892515 0.423927 -0.626543 0.15 -0.19 -0.06 0.41
O 0.831126 0.746165 0.133448 0.08 0.02 0.05 -0.50
C 0.039632 -0.306585 0.612726 -0.23 -0.05 -0.03 -0.12
C -1.282813 -0.191939 0.435958 0.34 0.11 -0.08 0.44
N -1.892090 0.782792 -0.335855 0.03 0.08 0.12 -0.82
O -2.179612 -1.065248 0.963452 0.14 -0.02 0.08 -0.67
H 2.447906 1.332219 -0.889177 -0.17 -0.18 0.03 0.15
H 0.540595 -1.150363 1.080585 -0.12 0.26 -0.16 0.20
H -2.751599 1.142059 0.058539 0.05 -0.12 -0.02 0.38
H -1.256958 1.524280 -0.600453 -0.07 -0.13 0.04 0.39
H -1.684850 -1.649262 1.551789 -0.20 -0.05 -0.02 0.49



2.
13
Properties=species:S:1:pos:R:3:forces:R:3:nbo_charge:R:1 method="wB97M-V/def2-TZVPD" de_lowest_kcal_mol=75.54 mol_weight_g_mol=102.1 charge=0 smiles="NN=C1OCCO1" homo_energy_ev=-8.29 multiplicity=1 orbital_gap_ha=0.332 lumo_ev=0.74
N -2.731132 0.183093 -0.158785 -0.30 -1.37 0.74 -0.64
N -1.768181 -0.855705 -0.084020 1.28 -1.18 -0.73 -0.38
C -0.545547 -0.526581 -0.106208 -2.03 -1.20 0.26 0.72
O 0.502677 -1.383942 -0.153775 0.11 0.62 -0.03 -0.47
C 1.683493 -0.570630 0.069407 0.52 -1.41 -0.81 -0.10
C 1.218027 0.864494 -0.192199 1.46 -1.08 0.64 -0.10
O -0.171125 0.731564 0.014278 0.74 2.58 -0.01 -0.50
H -3.540986 -0.306605 0.280261 0.63 1.11 -0.49 0.36
H -2.387914 0.887894 0.473312 -0.43 0.72 0.30 0.34
H 2.449030 -0.924684 -0.664552 -0.48 0.30 0.78 0.20
H 2.025292 -0.751855 1.112759 -0.17 0.27 -0.69 0.19
H 1.501384 1.252358 -1.181416 -0.49 -0.15 0.23 0.19
H 1.764987 1.400603 0.590932 -0.84 0.80 -0.19 0.20



3.
13
Properties=species:S:1:pos:R:3:forces:R:3:nbo_charge:R:1 method="wB97M-V/def2-TZVPD" de_lowest_kcal_mol=99.39 mol_weight_g_mol=102.1 charge=0 smiles="O=CCNNC=O" homo_energy_ev=-9.84 multiplicity=1 orbital_gap_ha=0.370 lumo_ev=0.24
O 1.836946 -1.377987 0.323028 0.62 0.84 -1.12 -0.52
C 1.929783 -0.474926 -0.496458 0.26 -2.24 -0.38 0.39
C 1.060851 0.695101 -0.315690 -1.39 5.20 2.84 -0.35
N -0.058961 0.413526 0.593362 0.69 0.85 1.81 -0.47
N -0.957989 -0.424271 0.048960 -2.46 -4.14 -0.08 -0.48
C -2.302858 -0.116322 0.032193 0.53 2.96 -0.59 0.54
O -3.265473 -0.749915 -0.303509 0.58 -0.77 0.36 -0.57
H 2.598225 -0.587637 -1.402386 -0.35 0.34 0.81 0.14
H 0.603248 1.482530 -1.170012 1.87 -2.64 1.90 0.25
H 1.597414 1.392191 0.562285 -0.28 -1.17 -2.94 0.25
H 0.207953 0.215743 1.619839 -0.46 0.15 -2.51 0.38
H -0.972049 -1.427753 0.268729 1.40 0.01 -0.35 0.37
H -2.277091 0.959714 0.239654 -1.02 0.61 0.26 0.08



4.
13
Properties=species:S:1:pos:R:3:forces:R:3:nbo_charge:R:1 method="wB97M-V/def2-TZVPD" de_lowest_kcal_mol=135.67 mol_weight_g_mol=102.1 charge=0 homo_energy_ev=-9.21 multiplicity=1 orbital_gap_ha=0.364 lumo_ev=0.70
C -2.427705 0.277827 0.076976 -2.15 1.20 -4.91 -0.42
N -1.457886 -0.820177 0.001862 -5.62 -0.69 -0.31 -0.48
C -0.338210 -0.437031 -0.121400 4.89 4.03 1.45 0.66
N 0.163335 1.041570 0.134408 -2.69 -1.69 -0.18 -0.41
O 1.514875 0.974624 -0.125834 0.11 2.37 -2.84 -0.39
C 1.834979 -0.306949 0.126501 2.73 -2.14 -1.08 0.21
O 0.775357 -1.185664 -0.057015 -1.36 0.18 -0.78 -0.47
H -2.184648 1.174010 -0.795503 -0.69 -2.53 1.80 0.14
H -3.626372 0.034595 -0.183624 3.61 0.24 1.19 0.23
H -2.247474 0.875470 0.912260 -0.34 0.49 1.96 0.20
H -0.270716 1.794545 -0.446886 0.68 -1.19 0.29 0.38
H 2.600725 -0.727096 -0.617338 -0.33 1.14 1.57 0.18
H 2.054095 -0.216038 1.147532 1.15 -1.42 1.84 0.15



5.
13
Properties=species:S:1:pos:R:3:forces:R:3:nbo_charge:R:1 method="wB97M-V/def2-TZVPD" de_lowest_kcal_mol=102.53 mol_weight_g_mol=102.1 charge=0 homo_energy_ev=-8.97 multiplicity=1 orbital_gap_ha=0.356 lumo_ev=0.72
C 0.684287 -1.456193 0.821306 -0.02 -0.01 -0.08 -0.68
N 0.792003 1.040058 0.440689 -0.86 0.41 -0.43 -0.64
C 0.201613 -0.133977 0.338789 -0.33 -0.15 -0.44 0.46
C -0.335215 1.811414 -0.626080 0.87 0.27 0.33 0.53
O -1.195514 -0.928447 -1.323525 -0.12 0.22 0.30 -0.57
N -0.888073 0.091444 -0.393811 0.29 -0.09 0.20 -0.21
O -0.979584 2.757902 -0.273734 0.09 -0.73 0.02 -0.61
H -2.150861 -0.842216 -1.443681 0.13 -0.04 0.05 0.48
H 1.278616 1.342473 1.275642 -0.06 0.06 -0.05 0.39
H 0.161293 1.695180 -1.599532 0.00 -0.05 0.11 0.13
H 1.320185 -1.333817 1.698667 -0.03 0.00 -0.06 0.23
H -0.157935 -2.107752 1.052827 0.05 0.06 0.00 0.24
H 1.269185 -1.936067 0.032444 -0.01 0.05 0.05 0.25



6.
13
Properties=species:S:1:pos:R:3:forces:R:3:nbo_charge:R:1 method="wB97M-V/def2-TZVPD" de_lowest_kcal_mol=86.29 mol_weight_g_mol=102.1 charge=0 smiles="OC1(O)CC=NN1" homo_energy_ev=-8.88 multiplicity=1 orbital_gap_ha=0.353 lumo_ev=0.72
O -0.774247 0.007402 1.875041 0.26 -0.91 -4.17 -0.78
C 0.075328 0.470088 0.497911 -1.28 -0.88 1.81 0.66
O 1.074400 1.337111 0.803475 -2.44 2.24 -2.68 -0.70
C 0.633386 -0.757135 -0.199387 0.33 1.01 0.17 -0.54
C -0.153512 -0.776572 -1.436206 -0.12 -0.22 -1.03 -0.01
N -0.890842 0.254142 -1.575378 -0.71 -0.83 -0.67 -0.19
N -0.780424 1.024980 -0.480968 2.72 -2.66 0.31 -0.46
H -1.371264 -0.728333 1.433974 1.64 2.21 1.49 0.46
H 1.569601 1.182905 1.534454 1.96 -1.29 3.65 0.49
H 0.466751 -1.609126 0.370176 -0.03 -1.72 1.13 0.24
H 1.709235 -0.560745 -0.282638 -0.23 -0.40 -0.42 0.25
H -0.205992 -1.606637 -2.129182 0.15 0.30 -0.20 0.20
H -1.352419 1.761921 -0.411272 -2.25 3.14 0.60 0.39



7.
13
Properties=species:S:1:pos:R:3:forces:R:3:nbo_charge:R:1 method="wB97M-V/def2-TZVPD" de_lowest_kcal_mol=102.37 mol_weight_g_mol=102.1 charge=0 smiles="[H]/N=C/N(C=O)OC" homo_energy_ev=-10.03 multiplicity=1 orbital_gap_ha=0.400 lumo_ev=0.84
H 0.140690 -3.116391 -0.136330 0.93 2.46 1.37 0.35
N 0.532445 -2.133669 0.197544 -2.16 -1.14 -1.76 -0.64
C -0.317418 -1.262593 -0.241386 0.51 -1.45 -0.27 0.23
N 0.034955 0.129839 -0.245098 0.05 -1.91 0.39 -0.22
C -0.713703 1.045729 -0.920448 -0.74 1.59 0.04 0.52
O -1.846889 0.923207 -1.344843 0.83 -0.82 0.22 -0.57
O 1.268759 0.524264 0.388690 -2.35 -0.43 -1.46 -0.33
C 0.943964 0.684798 1.758767 0.19 1.15 1.28 -0.28
H -1.337509 -1.598705 -0.704449 1.91 1.52 0.67 0.22
H -0.216346 2.018193 -0.994612 0.43 0.02 0.06 0.13
H 0.071019 1.405676 1.902456 1.01 -0.85 -0.31 0.18
H 0.632783 -0.327157 2.195143 1.01 1.49 -0.19 0.21
H 1.885552 1.257818 2.138301 -1.63 -1.63 -0.03 0.21



8.
13
Properties=species:S:1:pos:R:3:forces:R:3:nbo_charge:R:1 method="wB97M-V/def2-TZVPD" de_lowest_kcal_mol=191.03 mol_weight_g_mol=102.1 charge=0 homo_energy_ev="-7.87 / -9.13" multiplicity=1 orbital_gap_ha="0.256 / 0.365" lumo_ev="-0.90 / 0.80"
C -1.331191 -1.267383 1.310512 -0.45 -0.28 -0.47 -0.16
C 0.047177 -1.374045 0.889764 -0.46 0.20 -0.45 0.11
C 1.005416 1.723410 -0.520723 0.48 0.79 -0.08 -0.45
N 0.120166 0.400576 -2.200111 0.13 0.32 -0.31 0.31
N 0.383198 0.537063 -1.018315 -0.51 -1.18 0.38 -0.21
O -0.391758 -0.502651 -2.812401 0.03 0.01 0.13 -0.32
O -0.222889 -0.788484 2.077727 0.63 0.42 0.79 -0.47
H -1.957204 -0.498824 0.881169 -0.05 0.11 -0.07 0.18
H -1.854491 -2.105363 1.754338 0.01 -0.07 0.05 0.18
H 0.707985 -2.208177 0.767854 0.33 -0.30 0.03 0.17
H 1.517841 1.472402 0.409450 -0.09 -0.02 -0.15 0.22
H 1.725683 2.131370 -1.237640 -0.07 0.00 0.13 0.21
H 0.250068 2.480107 -0.301625 0.02 0.00 0.02 0.21



What did the eighth record say?
13
Properties=species:S:1:pos:R:3:forces:R:3:nbo_charge:R:1 method="wB97M-V/def2-TZVPD" de_lowest_kcal_mol=191.03 mol_weight_g_mol=102.1 charge=0 homo_energy_ev="-7.87 / -9.13" multiplicity=1 orbital_gap_ha="0.256 / 0.365" lumo_ev="-0.90 / 0.80"
C -1.331191 -1.267383 1.310512 -0.45 -0.28 -0.47 -0.16
C 0.047177 -1.374045 0.889764 -0.46 0.20 -0.45 0.11
C 1.005416 1.723410 -0.520723 0.48 0.79 -0.08 -0.45
N 0.120166 0.400576 -2.200111 0.13 0.32 -0.31 0.31
N 0.383198 0.537063 -1.018315 -0.51 -1.18 0.38 -0.21
O -0.391758 -0.502651 -2.812401 0.03 0.01 0.13 -0.32
O -0.222889 -0.788484 2.077727 0.63 0.42 0.79 -0.47
H -1.957204 -0.498824 0.881169 -0.05 0.11 -0.07 0.18
H -1.854491 -2.105363 1.754338 0.01 -0.07 0.05 0.18
H 0.707985 -2.208177 0.767854 0.33 -0.30 0.03 0.17
H 1.517841 1.472402 0.409450 -0.09 -0.02 -0.15 0.22
H 1.725683 2.131370 -1.237640 -0.07 0.00 0.13 0.21
H 0.250068 2.480107 -0.301625 0.02 0.00 0.02 0.21